1.
The following is a quantum chemistry calculation of the molecule C5H10N2O2 at a distorted geometry, from the OMol25 dataset.

Computed properties:
Energy relative to the best compared isomer or geometry (same formula, charge and spin) (kcal/mol): 122.5
HOMO (eV): -8.511
Molar mass (g/mol): 130.1
Kohn-Sham gap (Eh): 0.342
Total energy (a.u.): -456.35895
Spin multiplicity: 1

Last column: Löwdin charge in e.
Geometry (Å):
N -2.5547 -1.1781 1.1889  0.15
C -1.5340 -0.3791 1.5380  -0.60
O -1.1582 -0.3878 2.6856  0.07
N -1.1202 0.5345 0.5548  -0.14
O -1.9236 0.7995 -0.5485  0.02
C 0.3514 0.9150 0.5700  -0.02
C 0.7753 0.0763 -0.7695  -0.24
C 2.1913 -0.3904 -0.6064  -0.19
C 1.8064 0.1897 -1.9407  -0.09
H -3.4067 -0.7287 1.0293  0.08
H -2.6446 -1.9371 1.8361  0.10
H -1.5170 1.3351 -1.2300  0.11
H 0.5014 2.0142 0.3372  0.13
H 0.8692 0.5311 1.4299  0.11
H 0.0778 -0.7391 -0.8203  0.12
H 2.4514 -1.4804 -0.4675  0.12
H 2.6526 0.2147 0.0996  0.07
H 2.4317 1.1057 -2.1014  0.11
H 1.7503 -0.4952 -2.7852  0.09



2.
The following is a quantum chemistry calculation of a cluster of 2 separate species, C5H10N2O2 in total at a distorted geometry, from the OMol25 dataset.

Computed properties:
Energy relative to the best compared isomer or geometry (same formula, charge and spin) (kcal/mol): 88.5
HOMO (eV): -9.626
Molar mass (g/mol): 130.1
Kohn-Sham gap (Eh): 0.364
Total energy (a.u.): -456.41317
Spin multiplicity: 1

Last column: Löwdin charge in e.
Geometry (Å):
H 1.1735 1.3881 -2.2107  0.06
N 0.6002 1.9160 -1.5504  0.12
C 0.6708 1.5031 -0.3536  -0.42
C -0.0445 2.2157 0.7400  -0.04
C 1.3940 0.2157 0.0439  -0.26
O 1.6877 -0.0448 1.1870  0.04
H -0.5701 3.0815 0.3485  0.08
H 0.6720 2.4991 1.5094  0.09
H -0.7606 1.5502 1.2192  0.08
H 1.8636 -0.2738 -0.8326  0.13
C -0.4388 -2.3273 1.0799  -0.06
C -0.8270 -1.7833 -0.2427  -0.16
N -0.7440 -0.5547 -0.5665  -0.05
O -1.2307 -0.2170 -1.8099  -0.03
H -1.3227 -2.5509 1.6762  0.08
H 0.1012 -3.2621 0.9317  0.08
H 0.1894 -1.6368 1.6314  0.06
H -1.4661 -2.4303 -0.8484  0.13
H -0.9479 0.7114 -1.9525  0.07



3.
The following is a quantum chemistry calculation of a cluster of 2 separate species, C5H10N2O2 in total at a distorted geometry, from the OMol25 dataset.

Computed properties:
Energy relative to the best compared isomer or geometry (same formula, charge and spin) (kcal/mol): 57.7
HOMO (eV): -8.603
Molar mass (g/mol): 130.1
Kohn-Sham gap (Eh): 0.339
Total energy (a.u.): -456.46228
Spin multiplicity: 1

Last column: Löwdin charge in e.
Geometry (Å):
C 2.3380 0.6503 -1.8453  -0.06
O 1.3150 0.5871 -0.8609  -0.08
C 0.5896 1.7431 -0.6549  -0.62
N -0.1391 1.6447 0.4769  0.19
O 0.5987 2.6830 -1.4057  0.08
H 2.2093 1.5438 -2.4593  0.08
H 2.2843 -0.2380 -2.4751  0.09
H 3.3120 0.6834 -1.3555  0.09
H 0.0099 0.8372 1.0766  0.06
H -0.7916 2.3801 0.6804  0.11
C 0.6766 -1.2638 1.5485  -0.04
C -0.5391 -1.5313 1.1560  -0.19
N -1.7133 -1.8318 1.1608  0.04
C -2.8962 -1.4143 0.4874  -0.11
H 1.5095 -1.4687 0.8981  0.05
H 0.9137 -1.0143 2.5722  0.07
H -2.8032 -0.4345 0.0086  0.08
H -3.1767 -2.1811 -0.2364  0.08
H -3.6974 -1.3747 1.2277  0.08



4.
The following is a quantum chemistry calculation of a cluster of 2 separate species, C5H10N2O2S in total at a distorted geometry, from the OMol25 dataset.

Computed properties:
Energy relative to the best compared isomer or geometry (same formula, charge and spin) (kcal/mol): 103.8
HOMO (alpha / beta) (eV): -8.609 / -8.611
Molar mass (g/mol): 162.2
Kohn-Sham gap (alpha / beta) (Eh): 0.310 / 0.310
Total energy (a.u.): -854.50147
Spin multiplicity: 1

Last column: Löwdin charge in e.
Geometry (Å):
C 1.1780 -0.9239 -0.7603  -0.28
C 0.7717 -0.6059 0.7155  -0.15
C 1.0940 0.3344 -1.6135  -0.45
C -0.7654 -0.1267 0.7669  -0.47
C -1.6527 -1.3417 0.5120  -0.05
N -1.0574 0.9302 -0.1178  -0.37
N -0.3945 2.5919 0.5876  -0.37
O -0.4339 2.7386 1.7608  0.07
O -0.3662 3.4043 -0.2510  0.04
S -0.5897 0.9388 -1.5572  0.97
H 2.2610 -1.2260 -0.7671  0.11
H 0.6981 -1.9320 -1.1603  0.15
H 0.8542 -1.6024 1.2958  0.12
H 1.4222 0.0725 1.3660  0.13
H 1.8146 1.1631 -1.1741  0.13
H 1.4589 0.2770 -2.6618  0.08
H -0.9075 0.2151 1.7436  0.11
H -1.4042 -1.6902 -0.4813  0.05
H -2.7479 -1.1603 0.5311  0.10
H -1.2333 -2.0568 1.2650  0.10



5.
The following is a quantum chemistry calculation of a structure of composition C5H10N2O2S at a distorted geometry, from the OMol25 dataset.

Computed properties:
Energy relative to the best compared isomer or geometry (same formula, charge and spin) (kcal/mol): 79.5
HOMO (alpha / beta) (eV): -5.232 / -9.876
Molar mass (g/mol): 162.2
Kohn-Sham gap (alpha / beta) (Eh): 0.218 / 0.267
Total energy (a.u.): -854.37572
Spin multiplicity: 3
⟨S²⟩: 2.01

Last column: Löwdin charge in e.
Geometry (Å):
C -1.2905 1.0695 0.0165  -0.24
C -1.8529 1.9822 0.7444  -0.05
C 0.4607 -0.4762 0.0869  -0.64
C 0.7382 -0.6087 1.5080  -0.05
C 1.3119 -1.4426 -0.7013  -0.04
N 0.5193 0.9036 -0.3424  -0.05
N 0.9080 1.1964 -1.5998  0.12
O -2.2510 -1.3715 0.7077  -0.31
O -1.5716 -1.1816 -1.6048  -0.32
S -1.3720 -0.7359 -0.2507  0.72
H -2.7402 1.9495 1.3306  0.04
H -1.1666 2.7104 1.1754  0.06
H 0.7921 -1.6144 1.7101  0.07
H -0.1505 -0.3680 2.0258  0.08
H 1.6449 -0.1637 1.8292  0.10
H 0.8654 -2.4029 -0.5081  0.09
H 2.3441 -1.3030 -0.2523  0.12
H 1.4177 -1.1707 -1.7471  0.07
H 0.9779 2.1463 -1.6588  0.07
H 0.4154 0.8812 -2.4694  0.15



6.
The following is a quantum chemistry calculation of the molecule C5H10N2O3 at a distorted geometry, from the OMol25 dataset.

Computed properties:
Energy relative to the best compared isomer or geometry (same formula, charge and spin) (kcal/mol): 14.1
HOMO (eV): -10.017
Molar mass (g/mol): 146.1
Kohn-Sham gap (Eh): 0.380
Total energy (a.u.): -531.78250
Spin multiplicity: 1

Last column: Löwdin charge in e.
Geometry (Å):
C 1.8414 -0.0180 1.6742  -0.02
C 0.3357 -0.0514 1.3541  -0.25
N 0.0256 0.0591 -0.0969  0.09
C -0.3428 -1.0481 -0.7855  -0.49
O -0.4793 -2.1452 -0.2915  0.07
C -0.5423 -0.7759 -2.2796  -0.18
N -0.5366 0.6433 -2.6120  -0.02
C -0.4778 0.8922 2.2228  -0.49
O -0.0768 1.1961 3.3433  0.09
O -1.6647 1.3116 1.8194  0.13
H 2.1240 0.9945 1.4122  0.08
H 2.1261 -0.2350 2.7064  0.09
H 2.3665 -0.6908 1.0049  0.08
H -0.0460 -1.0766 1.6223  0.17
H 0.3533 0.8002 -0.6900  0.12
H -1.4605 -1.2445 -2.5044  0.10
H 0.1931 -1.3042 -2.8566  0.12
H -1.4674 1.0049 -2.3423  0.09
H -0.4494 0.7869 -3.6321  0.09
H -1.8220 0.9009 0.9312  0.13



7.
The following is a quantum chemistry calculation of the molecule C5H10N2O3S at a distorted geometry, from the OMol25 dataset.

Computed properties:
Energy relative to the best compared isomer or geometry (same formula, charge and spin) (kcal/mol): 94.7
HOMO (eV): -8.891
Molar mass (g/mol): 178.2
Kohn-Sham gap (Eh): 0.357
Total energy (a.u.): -929.84284
Spin multiplicity: 1

Last column: Löwdin charge in e.
Geometry (Å):
C -1.5547 0.9046 1.5171  -0.08
N -0.3226 0.6309 0.6868  -0.11
C 0.0003 1.9014 -0.1740  -0.09
C 1.1369 1.3809 -1.0673  -0.36
N 0.7814 -0.0672 -1.4444  0.14
C 1.3414 -0.9164 -0.7811  -0.38
C 1.2182 -2.3519 -0.6912  0.00
S 2.6898 -0.0810 0.2606  0.70
O 2.3502 0.0337 1.5944  -0.25
O 3.9981 -0.4332 -0.2013  -0.25
O 2.3533 1.4121 -0.4097  -0.18
H -1.6111 0.0726 2.2141  0.08
H -1.2379 1.7730 2.1000  0.08
H -2.3504 0.9659 0.8598  0.05
H 0.4659 0.3492 1.2453  0.04
H 0.3383 2.7769 0.3613  0.12
H -0.9049 1.9988 -0.7314  0.11
H 1.2958 1.9785 -2.0186  0.17
H 1.6416 -2.6705 0.2088  0.08
H 1.6586 -2.7946 -1.5257  0.09
H 0.2190 -2.5300 -0.6352  0.07



8.
The following is a quantum chemistry calculation of a cluster of 2 separate species, C5H10N2O3S2 in total at a distorted geometry, from the OMol25 dataset.

Computed properties:
Energy relative to the best compared isomer or geometry (same formula, charge and spin) (kcal/mol): 76.5
HOMO (eV): -8.696
Molar mass (g/mol): 210.3
Kohn-Sham gap (Eh): 0.337
Total energy (a.u.): -1328.01731
Spin multiplicity: 1

Last column: Löwdin charge in e.
Geometry (Å):
H -0.7631 -1.5551 -2.4302  0.08
N -0.2210 -0.7864 -2.0581  0.20
C -0.5093 -0.4338 -0.8996  -0.56
O 0.0031 0.5539 -0.2162  -0.08
C 1.0059 1.3790 -0.8423  -0.20
C 0.9608 2.7346 -0.1636  -0.05
S -1.8931 -1.1462 0.1321  0.69
C -1.7812 -0.3602 1.7690  -0.11
O -1.6544 -2.5650 0.2856  -0.35
O -3.1308 -0.7665 -0.4913  -0.30
H 1.9766 0.8951 -0.7092  0.08
H 0.7876 1.4406 -1.9118  0.12
H 1.6865 3.4012 -0.6204  0.08
H -0.0304 3.1699 -0.2628  0.08
H 1.1939 2.6333 0.8922  0.08
H -1.9136 0.7052 1.6412  0.07
H -2.5768 -0.7831 2.3693  0.07
H -0.8090 -0.5909 2.1816  0.06
C 1.2561 -2.2291 0.3851  0.08
N 2.3469 -1.8126 0.3103  -0.67
S 3.7423 -1.1668 0.2389  0.59
H 0.3229 -2.7170 0.4000  0.05



9.
The following is a quantum chemistry calculation of the molecule C5H10N2O4 at a distorted geometry, from the OMol25 dataset.

Computed properties:
Energy relative to the best compared isomer or geometry (same formula, charge and spin) (kcal/mol): 33.2
HOMO (eV): -9.747
Molar mass (g/mol): 162.1
Kohn-Sham gap (Eh): 0.372
Total energy (a.u.): -606.97664
Spin multiplicity: 1

Last column: Löwdin charge in e.
Geometry (Å):
N 0.8570 1.0691 -0.3842  0.07
C 1.3608 0.1017 0.5380  -0.30
C 1.5389 0.7103 1.9006  -0.23
O 2.0929 1.9500 1.6424  -0.06
C 0.5339 -1.1724 0.5957  -0.39
O 1.0372 -2.2750 0.9464  0.03
N -0.7882 -1.1314 0.2407  0.03
C -1.5797 0.0586 -0.0077  -0.07
C -1.8114 0.1826 -1.5530  -0.52
O -2.4738 0.9542 -2.1656  0.12
O -1.2656 -0.8795 -2.1759  0.06
H 0.8879 0.7891 -1.3626  0.11
H 1.2582 1.9655 -0.2028  0.08
H 2.3541 -0.3150 0.3452  0.15
H 0.7461 0.7255 2.6093  0.12
H 2.3646 0.1847 2.3902  0.13
H 2.1075 2.3642 2.5314  0.12
H -1.3180 -1.9892 0.4697  0.18
H -1.0960 0.8833 0.3335  0.07
H -2.5255 -0.0956 0.5741  0.15
H -0.6396 -1.3579 -1.5045  0.13



10.
The following is a quantum chemistry calculation of a cluster of 2 separate species, C5H10N2O7 in total at a distorted geometry, from the OMol25 dataset.

Computed properties:
Energy relative to the best compared isomer or geometry (same formula, charge and spin) (kcal/mol): 71.1
HOMO (alpha / beta) (eV): -10.295 / -10.414
Molar mass (g/mol): 210.1
Kohn-Sham gap (alpha / beta) (Eh): 0.280 / 0.281
Total energy (a.u.): -832.33253
Spin multiplicity: 1

Last column: Löwdin charge in e.
Geometry (Å):
C -1.4791 -1.9575 -0.2544  -0.02
C -1.5908 -0.4800 -0.5489  -0.50
C -2.5880 0.2545 0.3227  -0.02
C -0.0583 0.2778 -0.3475  -0.35
C 1.2340 -0.5899 -0.5971  -0.15
O 2.1859 -0.0667 0.2869  0.02
N 3.4783 -0.6032 -0.1384  -0.34
O 4.4312 -0.1982 0.5071  0.12
O 3.4206 -1.3875 -1.0747  0.09
O -0.0524 1.3296 -1.0867  0.05
O 0.7145 3.3434 3.2598  0.04
N 1.3049 3.3996 2.1526  -0.09
O 2.4753 3.8162 1.9602  0.06
O -1.7786 -0.2670 -1.9271  -0.01
H -1.3321 -2.1878 0.8062  0.10
H -2.3635 -2.4979 -0.5889  0.10
H -0.6852 -2.4287 -0.8399  0.08
H -2.5210 -0.0283 1.3816  0.10
H -2.4085 1.3285 0.2061  0.09
H -3.5992 0.0639 -0.0396  0.10
H -0.1490 0.4538 0.7650  0.17
H 1.0725 -1.6477 -0.3961  0.11
H 1.5374 -0.4751 -1.6370  0.14
H -1.2490 0.5482 -2.1717  0.11



11.
The following is a quantum chemistry calculation of the ion C5H10N2P with charge +1 at a distorted geometry, from the OMol25 dataset.

Computed properties:
Energy relative to the best compared isomer or geometry (same formula, charge and spin) (kcal/mol): 39.7
HOMO (eV): -13.394
Molar mass (g/mol): 129.1
Net charge: +1
Kohn-Sham gap (Eh): 0.382
Total energy (a.u.): -647.03314
Spin multiplicity: 1

Last column: Löwdin charge in e.
Geometry (Å):
P 2.6324 -0.3240 0.0378  0.85
N 1.0157 -0.0549 0.4689  -0.40
C -0.1347 -1.1623 0.2557  -0.19
C -1.2200 -0.4933 1.1406  -0.06
C -1.1877 0.8609 0.5315  -0.06
C 0.2027 1.0606 0.1626  -0.27
N -0.7310 0.6661 -0.9373  0.08
C -0.5045 -0.7806 -1.1608  -0.05
H 3.2197 0.5849 1.0047  -0.07
H 2.5209 0.4308 -1.1396  -0.11
H 0.1904 -2.1456 0.5154  0.14
H -1.0736 -0.5105 2.2619  0.17
H -2.0812 -1.0422 1.0766  0.09
H -1.6826 1.8591 0.7327  0.19
H 0.8562 1.9627 -0.1075  0.19
H -0.8900 1.2095 -1.6722  0.13
H 0.4118 -0.8604 -1.8540  0.16
H -1.5445 -1.2610 -1.3171  0.18



12.
The following is a quantum chemistry calculation of a structure of composition C5H10N2P at a distorted geometry, from the OMol25 dataset.

Computed properties:
Energy relative to the best compared isomer or geometry (same formula, charge and spin) (kcal/mol): 60.6
HOMO (eV): -12.666
Molar mass (g/mol): 129.1
Net charge: +1
Kohn-Sham gap (Eh): 0.343
Total energy (a.u.): -646.99980
Spin multiplicity: 1

Last column: Löwdin charge in e.
Geometry (Å):
C -0.0605 1.2398 0.3909  -0.05
C -1.1072 -0.8826 0.9468  -0.06
C -0.3569 -0.4988 -1.3508  -0.06
C -1.2786 0.6001 0.6357  -0.13
C 0.0647 -1.1004 -0.0348  -0.37
N -0.7985 0.8366 -0.7877  0.05
N 1.0912 -0.1835 0.5949  -0.30
P 2.6177 -0.0028 -0.1222  0.82
H 0.2407 2.1983 0.6657  0.14
H -0.8023 -1.0477 1.9598  0.12
H -2.0554 -1.5657 0.6825  0.18
H 0.5624 -0.4894 -2.0976  0.16
H -1.3091 -0.8903 -1.8172  0.16
H -2.1542 1.2250 0.9387  0.19
H 0.4630 -2.1413 0.1022  0.17
H -1.1555 1.4496 -1.5039  0.20
H 3.5357 -0.0888 0.9381  -0.10
H 2.5028 1.3421 -0.1411  -0.12



13.
The following is a quantum chemistry calculation of the molecule C5H10N2S at a distorted geometry, from the OMol25 dataset.

Computed properties:
Energy relative to the best compared isomer or geometry (same formula, charge and spin) (kcal/mol): 41.7
HOMO (eV): -8.574
Molar mass (g/mol): 130.2
Kohn-Sham gap (Eh): 0.339
Total energy (a.u.): -704.15733
Spin multiplicity: 1

Last column: Löwdin charge in e.
Geometry (Å):
H -1.9689 -1.6461 0.2636  -0.01
N -2.6204 -0.8818 0.3120  0.08
C -1.9849 0.2195 0.0492  -0.26
N -0.6117 0.4445 -0.1497  -0.12
C -0.2138 1.8579 -0.2225  -0.05
C 0.2656 -0.6646 -0.0142  -0.40
C 0.0488 -1.8285 -0.6850  0.05
C 1.4797 -0.5534 0.8627  -0.52
S 2.9212 -0.0937 -0.1231  0.72
H -2.5677 1.1652 0.0055  0.11
H 0.6204 2.0315 0.4435  0.06
H 0.0454 2.1888 -1.2324  0.09
H -1.0609 2.4779 0.1109  0.09
H -0.5751 -1.7895 -1.5821  0.08
H 0.6254 -2.7321 -0.5065  0.07
H 1.7329 -1.5350 1.3027  0.08
H 1.3487 0.2028 1.6690  0.08
H 2.5155 1.1366 -0.5037  -0.15